Formula: C27H50FN6O
Source: OMol25
Level of theory: ωB97M-V/def2-TZVPD

Each atom is followed by the atoms it is bonded to, with distances in Å.
Cartesian coordinates (Å):
1 F -0.72678 0.89999 1.81664  C30 1.374
2 O -1.44318 -3.36453 3.34686  C21 1.440, H74 0.960
3 N -0.86638 -1.34726 2.50822  C10 1.512, C21 1.497, C30 1.527, H71 1.019
4 N 3.52227 1.04751 -3.80358  C14 1.148
5 N 1.76333 -1.79901 -1.07566  C25 1.149
6 N -5.36935 0.88072 2.77998  C27 1.148
7 N 7.77784 -1.10664 1.51639  C20 1.147
8 N -2.88825 2.04459 -2.87719  C12 1.148
9 C 8.27280 -4.50151 1.00380  C15 1.524, C19 1.533, H68 1.092, H76 1.090
10 C -0.72740 -0.74244 3.88654  N3 1.512, C35 1.541, H59 1.081, H65 1.087
11 C -5.23559 4.27070 3.40223  C29 1.534, C34 1.524, H46 1.091, H82 1.090
12 C -3.14325 1.88599 -3.98523  N8 1.148, C16 1.465
13 C -1.80280 -0.51182 0.23963  C23 1.530, C30 1.514, H50 1.089, H55 1.090
14 C 2.41735 0.82479 -3.58774  N4 1.148, C24 1.462
15 C 7.12929 -4.75239 1.97991  C9 1.524, H39 1.091, H61 1.092, H72 1.090
16 C -3.47131 1.68532 -5.39896  C12 1.465, C18 1.534, H37 1.091, H41 1.089
17 C -5.49929 3.22521 -5.28059  C18 1.524, H36 1.091, H58 1.091, H85 1.089
18 C -4.18208 2.91383 -5.98105  C16 1.534, C17 1.524, H43 1.091, H84 1.091
19 C 9.15864 -3.31884 1.41246  C9 1.533, C20 1.463, H47 1.090, H63 1.091
20 C 8.39235 -2.07430 1.47020  N7 1.147, C19 1.463
21 C -2.04663 -2.25774 2.65139  O2 1.440, N3 1.497, C32 1.500, H45 1.082
22 C 4.33360 -1.41040 -0.83946  C25 1.461, C28 1.534, H42 1.090, H66 1.092
23 C -3.19017 0.02578 0.59651  C13 1.530, H44 1.084, H62 1.085, H73 1.083
24 C 1.01391 0.51103 -3.32567  C14 1.462, C31 1.531, H40 1.092, H77 1.087
25 C 2.89405 -1.63175 -0.96029  N5 1.149, C22 1.461
26 C 4.03226 0.43935 0.88533  C28 1.524, H51 1.094, H60 1.090, H79 1.091
27 C -5.16819 1.79991 3.43802  N6 1.148, C29 1.464
28 C 4.70347 -0.88887 0.55462  C22 1.534, C26 1.524, H48 1.093, H52 1.087
29 C -4.92264 3.01195 4.22081  C11 1.534, C27 1.464, H38 1.092, H83 1.090
30 C -0.75741 -0.38426 1.32781  F1 1.374, N3 1.527, C13 1.514, H64 1.091
31 C 0.29471 -0.00136 -4.57599  C24 1.531, C33 1.522, H54 1.091, H81 1.092
32 C -3.00472 -1.57016 3.57817  C21 1.500, C35 1.546, H69 1.084, H70 1.085
33 C 0.23763 1.04729 -5.67754  C31 1.522, H53 1.093, H67 1.090, H78 1.091
34 C -4.37761 4.38853 2.14780  C11 1.524, H56 1.089, H57 1.091, H75 1.092
35 C -2.11824 -0.75715 4.54894  C10 1.541, C32 1.546, H49 1.085, H80 1.082
36 H -5.34306 3.46546 -4.22808  C17 1.091
37 H -4.10393 0.80075 -5.48467  C16 1.091
38 H -3.87695 3.01273 4.53428  C29 1.092
39 H 7.50556 -4.94312 2.98616  C15 1.091
40 H 0.51919 1.40978 -2.95047  C24 1.092
41 H -2.54419 1.49064 -5.93694  C16 1.089
42 H 4.83951 -2.35383 -1.04671  C22 1.090
43 H -3.51918 3.77803 -5.91541  C18 1.091
44 H -3.12051 0.87061 1.27139  C23 1.084
45 H -2.44054 -2.66800 1.73048  C21 1.082
46 H -6.29096 4.26757 3.12678  C11 1.091
47 H 9.97162 -3.18265 0.69944  C19 1.090
48 H 4.42983 -1.63377 1.30668  C28 1.093
49 H -2.47448 0.26305 4.64425  C35 1.085
50 H -1.82940 -1.53590 -0.12968  C13 1.089
51 H 2.94188 0.35018 0.90050  C26 1.094
52 H 5.78248 -0.76733 0.60895  C28 1.087
53 H -0.25854 1.94640 -5.30465  C33 1.093
54 H 0.78087 -0.90903 -4.93723  C31 1.091
55 H -1.40921 0.08223 -0.58532  C13 1.090
56 H -4.60684 5.30877 1.61320  C34 1.089
57 H -4.55712 3.55870 1.46208  C34 1.091
58 H -6.18539 2.37834 -5.33846  C17 1.091
59 H -0.17603 0.18715 3.90872  C10 1.081
60 H 4.34814 0.78944 1.86762  C26 1.090
61 H 6.45316 -3.89669 2.02754  C15 1.092
62 H -3.75671 -0.74145 1.11456  C23 1.085
63 H 9.60169 -3.49115 2.39422  C19 1.091
64 H 0.21503 -0.58629 0.87627  C30 1.091
65 H -0.10466 -1.44230 4.43869  C10 1.087
66 H 4.62721 -0.69669 -1.61175  C22 1.092
67 H 1.22767 1.32700 -6.03806  C33 1.090
68 H 7.87011 -4.32176 0.00530  C9 1.092
69 H -3.69455 -0.87547 3.11377  C32 1.084
70 H -3.59335 -2.29025 4.13709  C32 1.085
71 H -0.06153 -1.96568 2.41738  N3 1.019
72 H 6.54518 -5.61867 1.67041  C15 1.090
73 H -3.75503 0.27753 -0.29292  C23 1.083
74 H -1.80459 -4.18039 2.99265  O2 0.960
75 H -3.31451 4.40197 2.39720  C34 1.092
76 H 8.89870 -5.39198 0.93799  C9 1.090
77 H 1.00100 -0.23059 -2.53128  C24 1.087
78 H -0.32417 0.67510 -6.53538  C33 1.091
79 H 4.29623 1.20561 0.15528  C26 1.091
80 H -2.02110 -1.25231 5.50619  C35 1.082
81 H -0.72378 -0.27666 -4.29359  C31 1.092
82 H -5.07521 5.14054 4.03981  C11 1.090
83 H -5.54094 2.96775 5.11756  C29 1.090
84 H -4.36577 2.73212 -7.04067  C18 1.091
85 H -5.98507 4.08245 -5.74452  C17 1.089

Properties
**E_LUMO**: -2.2742 eV
**Electronic energy**: -1562.17553 Eh
**E_HOMO**: -0.4819 hartree
**Total charge**: +1
**Largest force on an atom**: 1.85 eV Å⁻¹

Results of the Löwdin charge analysis, in e, for atoms 1 through 8: atom 1 (F): 0.042, atom 2 (O): 0.021, atom 3 (N): 0.052, atom 4 (N): 0.152, atom 5 (N): 0.145, atom 6 (N): 0.173, atom 7 (N): 0.161, atom 8 (N): 0.149